14
Properties=species:S:1:pos:R:3 method="wB97M-V/def2-TZVPD" relative_energy_kcal_mol=121.02 e_homo_ev=-9.332 orbital_gap_ev=10.22 multiplicity=1 total_charge=0
C -2.146 -0.007 0.070
C -0.697 -0.178 -0.010
C 1.188 -0.170 0.590
C 1.154 -1.158 -0.562
C -0.053 -1.122 -0.885
C 0.540 0.983 -0.044
H -2.680 0.556 1.109
H -2.502 -1.209 -0.141
H -2.514 0.795 -0.900
H 2.147 -0.139 1.309
H 2.100 -1.888 -0.627
H -0.632 -1.827 -1.611
O 0.024 -0.443 1.241
O 0.496 2.146 -0.502